The following is a quantum chemistry calculation of the ion C4H5F2N2 with charge +1 at a distorted geometry, from the Open Molecules 2025 dataset.

Cartesian coordinates (Å):
N1 0.26567 -0.57758 0.30064
C1 -0.49975 0.47802 -0.39662
C2 -0.20293 1.77651 0.28189
F1 -0.99058 2.76977 -0.14111
N2 0.79187 1.92044 1.08250
C3 1.50197 2.83727 1.82548
C4 2.23375 3.56798 2.50195
F2 3.04237 4.12790 3.30299
H1 0.81168 -1.16447 -0.33949
H2 -0.34198 -1.18400 0.86309
H3 0.90720 -0.02315 0.93056
H4 -0.19818 0.57292 -1.44815
H5 -1.58087 0.30942 -0.38662

Calculated values
multiplicity = 1
HOMO energy = -13.30 eV
total charge = +1
orbital gap = 9.289 eV

Mulliken population analysis, charges in e, atoms 1 to 2:
1 N -0.257
2 C -0.485


The following is a quantum chemistry calculation of a structure of composition C6H15NO at a distorted geometry, from the Open Molecules 2025 dataset.

Cartesian coordinates (Å):
C1 0.66808 0.27689 -0.95276
C2 1.35690 0.76690 0.18873
C3 -2.13640 1.10604 0.29094
C4 -1.72324 -1.16527 0.96082
C5 0.73345 -1.12334 -1.46231
C6 2.50422 -0.01771 0.79316
N1 -1.14240 0.07893 0.50523
O1 0.13063 1.12968 -1.86309
H1 0.21949 2.03737 -1.54128
H2 1.55475 1.83963 0.14819
H3 0.00982 0.49311 0.86938
H4 -2.72364 1.30796 1.19753
H5 -2.83734 0.83943 -0.51309
H6 -1.65385 2.04947 0.01704
H7 -2.41481 -1.58949 0.21700
H8 -2.29293 -1.04262 1.89280
H9 -0.93910 -1.90506 1.14069
H10 0.86315 -1.83554 -0.65002
H11 1.58254 -1.21601 -2.14786
H12 -0.18176 -1.37460 -2.00072
H13 3.40242 -0.01957 0.16486
H14 2.23730 -1.05870 0.99171
H15 2.78274 0.42248 1.75305

Calculated values
multiplicity = 1
HOMO energy = -7.66 eV
total charge = 0
orbital gap = 8.505 eV

Mulliken population analysis, charges in e, atoms 1 to 2:
1 C 1.020
2 C -0.412


The following is a quantum chemistry calculation of the molecule C5H5F2NO2 at a distorted geometry, from the Open Molecules 2025 dataset.

Cartesian coordinates (Å):
C1 -1.14573 -2.16184 1.19222
C2 -0.42472 -1.31068 0.49192
O1 0.09401 -1.61929 -0.76763
C3 0.45040 -0.40158 -1.38493
O2 0.80607 -0.40090 -2.51001
N1 0.31265 0.62968 -0.58451
C4 0.75299 2.02549 -0.75562
C5 -0.06503 0.10431 0.83975
F1 -1.05820 0.79832 1.36580
F2 1.00145 0.29331 1.56576
H1 -1.48785 -3.14585 0.90074
H2 -1.76171 -1.75630 2.11635
H3 1.93906 2.06698 -0.93236
H4 0.23183 2.40119 -1.61583
H5 0.35477 2.47717 0.07835

Calculated values
multiplicity = 1
HOMO energy = -10.16 eV
total charge = 0
orbital gap = 10.916 eV

Mulliken population analysis, charges in e, atoms 1 to 2:
1 C -0.841
2 C 0.212